{"formula": "C30H80N4O12", "method": "ωB97M-V with the def2-TZVPD basis set", "elements": ["C", "O", "C", "C", "N", "C", "C", "O", "C", "H", "H", "H", "H", "H", "H", "H", "H", "H", "H", "H", "H", "H", "H", "H", "C", "O", "C", "C", "N", "C", "C", "O", "C", "H", "H", "H", "H", "H", "H", "H", "H", "H", "H", "H", "H", "H", "H", "H", "C", "O", "C", "C", "N", "C", "C", "O", "C", "H", "H", "H", "H", "H", "H", "H", "H", "H", "H", "H", "H", "H", "H", "H", "C", "O", "C", "C", "N", "C", "C", "O", "C", "H", "H", "H", "H", "H", "H", "H", "H", "H", "H", "H", "H", "H", "H", "H", "C", "C", "C", "O", "H", "H", "H", "H", "H", "H", "H", "H", "C", "C", "C", "O", "H", "H", "H", "H", "H", "H", "H", "H", "O", "H", "H", "O", "H", "H"], "coordinates": [[18.560, 21.721, 14.501], [17.305, 21.033, 14.569], [17.218, 20.090, 13.539], [16.154, 18.984, 13.907], [16.088, 18.036, 12.861], [15.190, 16.975, 13.183], [15.794, 15.741, 12.480], [14.850, 14.691, 12.395], [15.318, 13.658, 11.514], [18.550, 22.692, 15.054], [18.808, 21.986, 13.487], [19.239, 21.007, 14.884], [18.124, 19.519, 13.339], [17.007, 20.698, 12.599], [15.249, 19.473, 14.270], [16.525, 18.522, 14.859], [15.938, 18.439, 11.933], [14.125, 17.025, 12.814], [15.146, 16.804, 14.271], [16.721, 15.436, 12.921], [16.025, 16.014, 11.416], [16.099, 13.091, 12.010], [15.727, 14.064, 10.536], [14.482, 13.040, 11.398], [11.701, 9.346, 12.777], [12.831, 10.084, 13.375], [12.886, 9.995, 14.787], [14.128, 10.768, 15.217], [15.317, 10.181, 14.709], [16.511, 10.994, 14.848], [17.721, 10.152, 14.949], [18.904, 10.900, 15.157], [20.087, 10.208, 14.945], [11.672, 8.365, 13.220], [11.762, 9.377, 11.692], [10.830, 9.920, 13.107], [13.022, 8.914, 14.945], [11.936, 10.351, 15.305], [14.077, 10.929, 16.290], [13.977, 11.811, 14.865], [15.104, 9.888, 13.745], [16.416, 11.652, 15.717], [16.521, 11.764, 13.986], [17.838, 9.497, 14.027], [17.618, 9.410, 15.762], [20.034, 9.695, 13.952], [20.084, 9.395, 15.613], [20.963, 10.836, 15.052], [11.973, 13.189, 13.200], [10.783, 12.426, 13.263], [9.642, 13.249, 13.077], [8.503, 12.324, 12.686], [8.880, 11.722, 11.402], [8.042, 10.762, 10.726], [8.329, 10.586, 9.309], [9.604, 10.050, 9.275], [10.129, 9.718, 8.002], [12.080, 13.519, 12.143], [12.826, 12.626, 13.505], [11.777, 14.081, 13.809], [9.877, 13.842, 12.168], [9.462, 13.833, 13.978], [7.593, 12.907, 12.672], [8.456, 11.610, 13.601], [9.848, 11.414, 11.334], [7.037, 11.148, 10.797], [8.129, 9.803, 11.280], [8.197, 11.561, 8.771], [7.643, 9.868, 8.842], [10.112, 10.571, 7.344], [9.569, 8.870, 7.509], [11.117, 9.445, 8.200], [11.374, 16.662, 15.043], [12.042, 15.508, 15.560], [11.285, 14.749, 16.513], [12.121, 13.686, 17.152], [11.284, 12.886, 18.082], [10.578, 13.590, 19.188], [10.170, 12.616, 20.368], [9.453, 13.406, 21.327], [9.291, 12.718, 22.545], [10.978, 17.202, 15.900], [10.598, 16.296, 14.383], [12.116, 17.247, 14.520], [10.404, 14.336, 15.925], [10.991, 15.448, 17.273], [12.959, 14.147, 17.737], [12.444, 12.965, 16.319], [11.849, 12.164, 18.482], [9.689, 13.988, 18.802], [11.187, 14.381, 19.687], [11.113, 12.220, 20.767], [9.452, 11.819, 20.093], [10.309, 12.398, 22.950], [8.726, 11.857, 22.363], [8.815, 13.459, 23.188], [12.947, 17.416, 18.840], [14.194, 17.501, 18.006], [14.675, 18.976, 17.960], [15.371, 16.743, 18.493], [12.008, 17.847, 18.367], [13.135, 17.962, 19.783], [12.698, 16.399, 19.082], [14.037, 17.090, 16.926], [15.143, 19.364, 17.054], [15.449, 19.147, 18.712], [13.883, 19.679, 18.124], [15.342, 15.815, 18.151], [18.768, 14.251, 15.253], [19.215, 14.171, 16.692], [18.839, 15.508, 17.357], [18.430, 13.226, 17.428], [19.373, 14.960, 14.671], [17.695, 14.596, 15.159], [18.719, 13.243, 14.807], [20.245, 13.864, 16.664], [17.797, 15.684, 17.336], [19.460, 16.264, 16.979], [18.994, 15.414, 18.435], [18.524, 12.338, 16.984], [15.438, 14.257, 17.623], [16.271, 13.684, 17.492], [15.122, 14.226, 16.689], [14.481, 14.447, 15.124], [13.497, 14.584, 15.131], [14.717, 14.454, 14.207]], "forces_ev_per_angstrom": [[-1.2, 0.7, 0.3], [0.2, 0.5, 0.3], [-1.4, -0.2, -0.8], [1.9, 2.4, 1.3], [-0.4, 0.2, -0.2], [-0.5, -2.1, -0.8], [-1.0, 0.8, -1.4], [0.5, -0.3, -0.4], [0.9, 1.4, 0.2], [-0.2, -1.1, 0.0], [0.1, 0.0, -0.7], [1.4, -0.2, 0.5], [0.5, 0.2, 0.2], [-0.2, -1.1, 0.6], [-0.6, 0.1, -0.6], [0.0, 0.0, -0.9], [-0.1, -0.1, 0.6], [0.8, 0.5, 0.3], [0.1, 0.2, -0.4], [0.6, -0.3, 0.6], [0.0, 0.2, 0.7], [0.4, -0.1, 0.0], [-0.7, -0.3, 1.1], [-1.1, -1.1, -0.6], [0.7, 2.0, 1.6], [-0.8, -0.2, -1.4], [-0.3, -0.5, -0.2], [-1.8, 1.3, 0.0], [0.3, -1.1, -0.1], [-1.2, 2.1, -1.4], [1.4, -2.0, -0.7], [-1.0, 1.6, 0.0], [-0.6, -0.9, -1.6], [0.0, -0.7, -0.2], [0.3, -0.2, 0.1], [-0.3, -0.3, -0.3], [-0.1, 0.1, 0.8], [1.1, -0.2, -0.7], [0.5, -0.6, 0.5], [0.2, -0.2, -0.2], [0.6, 0.3, 0.6], [-0.1, -0.3, 0.2], [0.6, -1.0, 0.9], [-0.1, 0.8, 0.6], [-0.2, 0.3, 0.0], [0.4, 0.7, 0.2], [0.6, -1.2, 1.3], [-0.1, 0.2, 0.0], [-1.5, 1.1, -1.0], [0.1, -0.7, 0.5], [0.7, -0.6, -1.5], [1.4, -1.4, 1.3], [0.3, 0.8, -0.4], [-1.0, 0.1, 2.7], [-0.2, 0.2, -1.4], [1.3, -0.2, -0.6], [-2.0, -0.3, 0.1], [0.3, 0.0, 0.5], [0.3, -0.4, 0.3], [0.7, -0.1, 0.0], [-0.4, 0.5, 0.6], [-0.2, 0.3, 0.0], [-0.4, -0.1, -0.4], [-0.3, 0.5, -1.4], [-0.3, 0.3, 0.6], [-0.7, -0.2, 0.2], [-0.5, 0.0, -0.5], [0.5, -0.5, 0.2], [-0.3, 0.1, 0.1], [0.0, 0.4, -0.4], [0.4, 0.7, 0.5], [1.6, -0.6, 0.0], [0.4, -1.3, 0.9], [0.7, -0.2, 0.3], [-0.9, 0.6, -1.7], [0.2, -1.3, 0.2], [-0.7, 0.3, 0.2], [1.3, -1.4, 1.0], [-0.5, 1.1, -0.9], [1.1, 0.0, -0.7], [2.1, 1.4, 0.1], [-0.3, 0.4, -0.1], [-0.5, 0.4, -0.3], [0.1, 0.2, -0.2], [0.7, 0.2, 1.1], [-0.7, 0.4, 0.5], [-0.3, -0.3, -1.0], [0.1, 1.0, 1.4], [0.4, -0.3, 0.1], [-1.3, 0.9, -0.5], [-0.3, -0.3, -0.4], [-0.3, -0.2, 0.3], [0.8, 0.0, -0.4], [-1.2, 0.4, -0.2], [-1.2, -1.5, 0.2], [0.0, -0.5, 0.3], [-0.9, 0.5, 0.5], [2.2, -0.3, -2.4], [0.5, -0.1, -0.3], [-1.7, 0.7, -0.1], [1.3, -0.2, 0.3], [-0.2, -0.3, -0.3], [0.0, -0.6, 0.2], [-0.2, 0.8, 1.6], [0.0, -0.7, -0.4], [-0.2, -0.2, 0.3], [-0.7, 0.3, 0.4], [0.0, 0.6, 0.3], [-1.7, -0.4, -1.0], [-2.2, 1.0, -0.1], [1.5, -2.0, 1.5], [0.1, -1.8, -0.8], [0.0, -0.4, 0.0], [1.0, -0.1, 0.4], [0.6, 0.4, -0.1], [0.7, 0.2, 0.6], [-1.1, 0.3, -0.8], [0.5, 1.4, -0.5], [0.5, 0.1, 0.0], [-0.1, 1.2, 0.5], [1.8, -2.1, -1.2], [-1.3, 1.4, 0.9], [-0.3, 0.4, 0.3], [-1.2, -0.1, 1.0], [1.1, 0.3, 0.1], [0.3, -0.2, -1.2]], "e_homo_ev": -8.5, "orbital_gap_ha": 0.334, "smiles": "COCCNCCOC.COCCNCCOC.COCCNCCOC.COCCNCCOC.CC(C)O.CC(C)O.O.O"}